A 17-piece molecular cluster, C92H220N12O24 overall in a non-equilibrium geometry. Source: the OMol25 dataset; level of theory: ωB97M-V/def2-TZVPD.

```
348
Properties=species:S:1:pos:R:3:forces:R:3:lowdin_charge:R:1
C 4.105037 -5.936047 2.131750 -0.73 0.58 0.65 -0.103
O 3.116305 -6.294090 3.157270 1.06 0.17 -1.17 -0.137
H 4.946408 -6.615563 1.995911 -0.33 -0.51 0.23 0.078
H 3.541456 -5.828422 1.204978 0.10 -0.18 0.07 0.062
H 4.544555 -4.963967 2.355269 -0.11 0.15 0.11 0.072
H 3.510787 -6.233862 4.030397 0.14 0.01 0.03 0.089
C 1.911147 6.584799 0.492581 -0.29 0.45 -1.52 -0.183
O 1.378273 7.871218 0.576671 0.24 0.57 -0.06 -0.132
H 1.275347 5.901258 1.055280 0.51 -0.49 0.11 0.069
H 1.841705 6.378218 -0.575408 -0.11 -0.76 -0.09 0.074
H 2.986929 6.578224 0.667905 0.11 -0.36 0.80 0.069
H 1.010577 7.972527 1.457657 -0.44 0.68 0.47 -0.001
C -6.091573 -1.086543 5.984628 -0.10 0.22 -1.11 -0.136
O -5.018404 -0.832262 5.041282 -0.33 -0.29 1.72 -0.162
H -5.773168 -1.382750 6.984117 0.59 0.70 0.00 0.072
H -6.728211 -0.202725 5.943688 -0.05 0.06 0.73 0.071
H -6.749910 -1.919185 5.736842 0.12 -0.25 -0.70 0.064
H -5.251056 -1.213000 4.191281 -0.08 -0.43 -0.79 0.007
C 2.757125 1.705022 6.573192 0.46 0.03 0.33 -0.154
O 2.206877 0.442261 6.863189 -0.40 -0.58 -0.17 -0.123
H 3.654964 1.666230 5.956353 0.04 -0.30 -0.36 0.075
H 1.986926 2.261254 6.038857 0.12 0.15 0.21 0.067
H 3.087286 2.186620 7.493603 -0.38 0.41 0.04 0.080
H 2.725416 -0.035893 7.514402 0.19 0.20 0.09 0.095
C -5.021610 5.100500 4.085009 -0.33 0.73 -0.06 -0.161
O -3.857240 5.409638 4.793122 0.47 0.30 0.08 -0.127
H -5.702870 5.926770 4.288152 -0.41 -0.32 0.22 0.084
H -4.880326 5.151532 3.005403 0.14 -0.41 -0.24 0.047
H -5.412597 4.134133 4.403386 -0.36 -0.01 -0.19 0.084
H -3.217767 4.718137 4.607358 0.40 -0.29 0.27 0.032
C -8.707729 3.800343 -1.653904 -0.27 1.34 -1.08 -0.022
C -7.828833 4.858841 -0.925746 0.64 -1.00 1.40 -0.466
C -7.730709 4.367380 0.572852 -0.10 0.89 -1.30 -0.154
C -6.897918 3.148638 0.705247 -0.94 -0.10 0.93 -0.229
C -5.509867 3.409128 0.258118 0.96 -0.13 -1.99 -0.095
C -5.379284 3.856436 -1.281439 -1.91 -0.11 -0.01 -0.429
N -6.482123 4.895273 -1.528036 0.93 -0.39 2.22 -0.115
O -6.509304 5.473622 -2.804417 0.31 -0.53 -0.36 -0.011
C -4.044070 4.507112 -1.536937 0.23 1.39 1.31 -0.045
C -5.449717 2.641966 -2.197848 0.21 -0.62 -0.17 -0.034
C -8.383922 6.305306 -0.851018 -0.80 -0.79 -0.57 -0.031
H -8.242181 2.838894 -1.870657 0.24 0.09 0.68 0.055
H -8.847010 4.201555 -2.657756 -0.38 0.06 -0.21 0.078
H -9.692540 3.656178 -1.209528 0.03 0.02 0.11 0.082
H -7.294546 5.159028 1.182073 -0.07 0.19 0.08 0.115
H -8.722681 4.114516 0.947221 -0.24 0.48 -0.12 0.121
H -7.438000 2.313464 0.259267 0.47 -0.20 -0.46 0.103
H -6.944236 2.937485 1.773596 0.50 -0.38 0.23 0.114
H -4.966890 2.470646 0.370069 0.51 0.16 -0.07 0.094
H -5.054468 4.194191 0.861752 0.03 -0.01 0.13 0.096
H -3.803335 4.928517 -2.512925 -0.24 -0.91 -0.47 0.086
H -4.039237 5.422068 -0.944556 0.17 0.10 0.48 0.077
H -3.255950 3.874858 -1.127996 0.21 -0.04 -0.38 0.079
H -6.346360 2.034524 -2.074737 -0.14 0.20 -0.25 0.059
H -5.235497 2.907182 -3.233160 -0.71 0.26 -0.15 0.073
H -4.628948 1.949961 -2.009258 0.24 -0.03 0.54 0.074
H -9.332880 6.259782 -0.316686 -0.30 -0.04 -0.18 0.079
H -8.558528 6.702612 -1.850903 -0.04 0.08 0.06 0.074
H -7.806649 7.027857 -0.274166 0.60 -0.42 -0.13 0.082
H -5.808598 6.123679 -2.714784 -0.07 0.38 -0.33 0.095
C 1.051399 1.990699 -5.995261 0.13 -0.63 0.21 -0.028
C -0.312255 1.272679 -6.083487 -0.86 0.76 -0.02 -0.467
C -0.761527 0.909595 -4.629856 -1.27 0.07 -0.97 -0.116
C -2.252865 0.577013 -4.580323 -0.52 0.32 -0.28 -0.182
C -3.094210 1.814298 -4.995485 1.68 -1.43 0.03 -0.117
C -2.727961 2.252190 -6.458356 -1.22 1.18 1.50 -0.484
N -1.284453 2.244438 -6.703270 0.28 0.36 2.34 -0.108
O -0.891057 2.659932 -7.979100 -0.36 -0.62 -0.46 -0.007
C -3.476052 1.327385 -7.373823 0.62 -0.53 -1.64 -0.044
C -3.337315 3.710446 -6.594011 0.16 -0.67 -0.91 -0.027
C -0.210212 0.001050 -6.887106 0.86 0.50 -1.30 -0.038
H 1.620690 2.121379 -6.915555 -0.57 0.11 -0.40 0.085
H 1.721368 1.360615 -5.410255 -0.12 0.12 0.34 0.035
H 0.924891 2.953893 -5.500951 0.04 -0.02 0.03 0.092
H -0.311190 -0.026444 -4.299522 0.94 0.41 0.11 0.098
H -0.593559 1.774159 -3.987649 0.36 -0.20 0.32 0.121
H -2.551956 0.176291 -3.611790 0.08 0.49 0.45 0.086
H -2.479368 -0.297423 -5.190381 0.07 0.05 -0.60 0.089
H -2.851486 2.559246 -4.237693 -0.21 0.45 -0.20 0.109
H -4.143013 1.526738 -4.921853 -0.11 0.43 -0.24 0.097
H -4.563729 1.387587 -7.335935 0.09 -0.08 0.21 0.089
H -3.145893 1.519195 -8.394761 -0.32 0.53 -0.29 0.084
H -3.092279 0.309754 -7.301418 -0.46 -0.27 0.67 0.067
H -3.315030 3.978711 -7.650250 0.19 0.24 -0.12 0.070
H -4.398632 3.739859 -6.347357 -0.08 -0.43 0.20 0.076
H -2.890329 4.519049 -6.015680 0.49 -0.37 0.14 0.077
H 0.005490 0.279290 -7.918684 0.14 0.16 -0.18 0.087
H -1.116522 -0.594279 -6.997952 0.17 -0.21 0.72 0.074
H 0.700247 -0.492440 -6.547056 -0.37 -0.75 0.05 0.075
H -0.677441 3.592875 -7.904361 0.06 0.16 0.22 0.104
C 2.119093 -10.771113 3.878791 -1.69 1.21 0.01 -0.037
C 2.160983 -10.142020 2.421430 0.60 -0.57 -0.96 -0.433
C 2.082823 -11.299396 1.374679 -1.02 0.57 -0.15 -0.142
C 1.885749 -10.906220 -0.130803 -0.22 -0.32 1.80 -0.151
C 0.654619 -9.954481 -0.184752 0.97 0.22 -0.85 -0.122
C 0.559681 -8.766115 0.782433 0.80 0.56 0.76 -0.480
N 1.064297 -9.124259 2.134567 0.46 -4.20 -0.44 -0.135
O 1.076333 -8.162903 3.076869 -0.51 1.48 0.80 -0.012
C 1.337862 -7.541738 0.207907 -0.23 -0.16 1.04 -0.026
C -0.917232 -8.353875 0.965239 -0.10 0.27 0.29 -0.034
C 3.585174 -9.551287 2.276700 -0.65 0.83 -0.12 -0.041
H 2.785992 -11.601391 4.111133 0.29 0.23 -0.55 0.081
H 1.127356 -11.066252 4.221500 -0.44 -0.62 -0.84 0.074
H 2.207202 -9.993208 4.637219 0.95 0.34 -0.18 0.065
H 2.923829 -11.968867 1.555280 -0.07 -0.06 -0.11 0.108
H 1.149626 -11.808658 1.615298 0.02 -0.46 0.13 0.112
H 1.700770 -11.833470 -0.673116 -0.60 -0.09 0.06 0.099
H 2.797245 -10.608621 -0.649172 0.04 0.99 0.35 0.100
H -0.296191 -10.485856 -0.143508 0.22 -0.34 -0.09 0.117
H 0.767404 -9.456930 -1.147989 -0.70 -0.16 -0.34 0.105
H 0.895465 -7.182357 -0.721191 0.18 -0.04 -0.05 0.078
H 1.263726 -6.758045 0.961850 -0.23 0.35 -0.11 0.067
H 2.412354 -7.713596 0.144438 -0.04 -0.31 -0.56 0.066
H -1.454194 -8.125435 0.044596 0.23 -0.26 -0.33 0.082
H -1.474924 -9.101991 1.528629 0.13 -0.26 -0.18 0.089
H -1.012142 -7.444314 1.558360 0.34 0.07 0.10 0.057
H 3.554195 -8.802506 1.485202 0.24 0.02 -0.10 0.057
H 4.319025 -10.302193 1.983929 0.02 -0.02 0.33 0.084
H 3.852921 -9.033576 3.197775 0.34 -0.07 -0.05 0.072
H 1.804640 -7.581949 2.845235 0.48 0.69 0.37 0.036
C -0.506515 2.692990 0.127814 -0.25 -0.15 1.10 -0.006
C -0.272649 1.780836 1.346479 0.89 0.16 0.29 -0.460
C -1.504633 1.693997 2.291370 0.14 -0.34 0.29 -0.126
C -2.700095 0.847885 1.862266 0.73 0.80 -1.55 -0.159
C -2.160714 -0.509270 1.468631 -0.20 -0.47 0.40 -0.130
C -0.985269 -0.533707 0.474979 1.28 -0.04 -0.78 -0.419
N 0.093889 0.409517 0.929936 -0.50 -0.64 1.18 -0.066
O 1.352748 0.340879 0.224988 -2.04 0.45 -0.85 -0.031
C -0.374295 -1.965326 0.491977 -0.03 -0.13 0.14 -0.025
C -1.461537 -0.353532 -1.021344 0.25 0.42 0.78 -0.013
C 0.902049 2.363399 2.228373 -0.54 -0.10 -1.06 -0.009
H -1.492169 2.377672 -0.214479 0.09 0.50 -0.68 0.060
H 0.283796 2.628327 -0.620068 -0.15 -0.37 -0.05 0.086
H -0.515751 3.723589 0.482615 -0.28 0.08 -0.16 0.053
H -1.104569 1.218334 3.186803 0.07 -0.14 0.29 0.100
H -1.846225 2.667341 2.643545 0.25 0.30 -0.34 0.102
H -3.162977 1.272118 0.971273 -0.12 0.29 -0.13 0.085
H -3.482622 0.888290 2.619967 0.11 -0.54 0.18 0.114
H -2.920402 -1.137562 1.003622 -0.24 0.00 0.04 0.095
H -1.883710 -0.992441 2.405605 0.38 -0.37 0.00 0.117
H 0.546181 -2.086891 -0.079024 -0.13 0.40 -0.39 0.069
H -0.092660 -2.354884 1.470261 -0.25 0.46 0.41 0.062
H -1.099420 -2.673716 0.091381 -0.11 -0.03 -0.10 0.072
H -2.166092 -1.148325 -1.266312 0.21 -0.25 -0.12 0.055
H -1.979511 0.567826 -1.287609 0.02 0.24 0.46 0.061
H -0.568461 -0.383115 -1.645554 -0.04 -0.26 -0.21 0.074
H 0.593670 3.266741 2.754672 -0.29 0.09 -0.05 0.063
H 1.692153 2.656917 1.537226 0.31 -0.12 0.20 0.079
H 1.273530 1.662422 2.975845 -0.03 -0.21 -0.15 0.067
H 1.965239 0.023494 0.892621 0.43 -0.18 0.52 0.032
C 3.199436 1.059395 -3.090862 0.59 -0.97 0.58 -0.028
C 3.891147 -0.298160 -3.495581 1.23 -0.05 -0.30 -0.420
C 5.477349 0.031543 -3.443580 -0.43 -0.97 -0.95 -0.111
C 6.444710 -1.181688 -3.535811 -1.77 -0.18 0.94 -0.168
C 6.049811 -2.175205 -2.410865 -0.09 0.15 -1.66 -0.126
C 4.511954 -2.590978 -2.428149 1.14 0.93 2.79 -0.436
N 3.624657 -1.393293 -2.544913 4.03 1.18 0.88 -0.147
O 2.330335 -1.681056 -2.372504 -2.51 -0.80 -0.34 -0.007
C 4.188135 -3.667950 -3.419050 -0.47 -0.11 -1.16 -0.046
C 4.373058 -3.204697 -0.968950 -0.79 0.16 -0.90 -0.032
C 3.415254 -0.710567 -4.913235 0.56 1.08 0.37 -0.023
H 3.589576 1.871316 -3.704608 -0.15 -0.13 -0.28 0.074
H 3.505243 1.298803 -2.072399 0.03 -0.04 0.16 0.059
H 2.109625 1.076885 -3.080531 0.00 -0.28 -0.32 0.070
H 5.721621 0.625675 -4.324175 -0.33 0.48 0.01 0.108
H 5.736601 0.614423 -2.559761 -0.29 0.01 0.17 0.099
H 7.482980 -0.860003 -3.454479 -0.02 0.01 0.06 0.107
H 6.319617 -1.687740 -4.493075 0.04 0.06 -0.20 0.096
H 6.416615 -1.794959 -1.457466 -0.58 0.17 0.21 0.106
H 6.634008 -3.078367 -2.587267 -0.15 -0.35 0.13 0.111
H 4.229860 -4.703042 -3.080009 0.66 0.07 0.26 0.092
H 3.148709 -3.591369 -3.738160 -0.11 0.35 0.00 0.052
H 4.788921 -3.512382 -4.315130 0.07 -0.38 -0.13 0.070
H 3.412585 -3.718455 -0.928325 -0.05 -0.17 0.25 0.072
H 5.176413 -3.919735 -0.791640 -0.04 -0.15 -0.20 0.080
H 4.405369 -2.486337 -0.149806 -0.04 0.31 -0.29 0.057
H 2.344078 -0.896983 -4.836242 0.08 -0.26 -0.26 0.054
H 3.974310 -1.528577 -5.367556 -0.16 -0.25 0.32 0.064
H 3.579592 0.146852 -5.565864 -0.20 0.07 -0.22 0.079
H 2.072688 -1.235755 -1.562001 -0.27 0.20 0.39 0.078
C 3.729089 -3.971931 -7.103026 -0.52 -0.11 -0.49 -0.112
O 3.023729 -5.051301 -7.719336 0.58 -0.62 0.39 -0.185
C 3.277982 -6.319484 -7.073896 -0.76 0.46 0.27 -0.201
C 2.667443 -6.381576 -5.675671 -0.36 0.67 -0.46 -0.197
N 1.182753 -6.497655 -5.784516 1.11 0.15 0.26 -0.038
C 0.467432 -6.347892 -4.525421 -0.47 0.24 0.15 -0.188
C 0.358646 -4.887181 -4.003180 0.60 -1.67 0.64 -0.224
O -0.148505 -4.096759 -5.028895 -0.36 -1.11 -0.51 -0.159
C -0.119219 -2.762353 -4.724032 0.09 1.67 -0.12 -0.125
H 4.673650 -4.282385 -6.656358 0.06 -0.17 0.10 0.084
H 3.098817 -3.490852 -6.355081 0.06 0.04 0.22 0.063
H 3.951317 -3.232561 -7.872481 -0.07 -0.04 -0.09 0.089
H 4.350655 -6.503152 -7.012877 0.17 0.01 -0.12 0.113
H 2.781893 -7.104920 -7.644067 0.18 0.19 -0.41 0.121
H 2.935919 -5.434229 -5.208170 0.16 0.07 0.49 0.076
H 3.181516 -7.171768 -5.128478 -0.54 -0.31 0.17 0.120
H 0.943679 -5.653578 -6.284995 -0.29 0.01 -0.70 0.090
H 0.874804 -7.063863 -3.811619 0.21 0.35 0.38 0.109
H -0.561332 -6.680561 -4.663549 -0.13 -0.07 -0.29 0.109
H 1.319911 -4.558331 -3.608308 0.35 0.43 -0.38 0.097
H -0.280005 -4.865219 -3.120151 -0.44 -0.03 0.13 0.106
H -0.651159 -2.493130 -3.811533 -0.03 -0.23 0.50 0.088
H -0.599549 -2.169362 -5.502324 0.05 -0.36 -0.22 0.069
H 0.914798 -2.427074 -4.643466 0.14 0.23 0.24 0.069
C -5.519202 -0.887198 -1.176472 0.12 0.47 1.96 -0.039
O -5.352435 -0.152044 0.093942 0.32 -0.25 -0.11 -0.225
C -6.385061 -0.297753 1.068874 -0.20 -2.07 -0.14 -0.195
C -6.526066 -1.774354 1.622521 0.77 1.21 -0.11 -0.165
N -5.385897 -2.225948 2.483063 -1.88 0.36 0.04 -0.040
C -5.593819 -3.626776 2.897906 1.45 -0.17 -1.39 -0.194
C -4.297671 -4.211556 3.456789 0.19 -0.41 -0.17 -0.201
O -3.263147 -4.153375 2.476108 1.13 0.95 0.27 -0.218
C -1.882577 -4.481257 2.901800 -1.21 -0.57 -1.09 -0.027
H -4.599335 -0.765861 -1.748499 -0.25 0.50 -0.08 0.072
H -6.419932 -0.494796 -1.648510 0.11 -0.25 -0.42 0.078
H -5.566970 -1.957833 -0.977605 -0.39 -0.09 -0.09 0.065
H -7.347114 -0.059313 0.615322 -0.27 0.07 -0.14 0.107
H -6.271300 0.360210 1.930413 0.66 0.30 -0.32 0.113
H -6.679492 -2.407376 0.748539 0.09 -0.43 -0.03 0.097
H -7.452450 -1.818512 2.195206 0.02 0.02 0.20 0.116
H -4.538371 -2.173218 1.936252 0.27 -0.13 -0.02 0.081
H -5.780013 -4.214944 1.999302 -0.25 -0.26 -0.32 0.094
H -6.458090 -3.834900 3.528631 0.16 0.61 0.39 0.122
H -4.474317 -5.277525 3.600305 -0.16 -0.12 0.78 0.124
H -4.012563 -3.680898 4.365206 0.16 -0.13 0.21 0.112
H -1.501313 -4.062845 3.833284 -0.63 0.23 0.16 0.072
H -1.228319 -4.170159 2.087393 -0.24 0.31 -0.01 0.061
H -1.808176 -5.568625 2.887585 0.03 -0.16 0.49 0.074
C -1.956750 2.224504 5.773293 1.40 0.13 0.55 -0.064
O -1.827600 3.487930 5.122566 -0.87 0.21 -0.92 -0.231
C -0.636053 4.202549 5.411654 0.15 -0.11 1.02 -0.207
C -0.751289 4.800574 6.815155 0.79 0.61 0.88 -0.169
N 0.327483 5.748633 7.221453 0.17 -0.05 -0.86 -0.051
C 1.700306 5.248320 7.002866 -1.66 -0.91 -0.14 -0.221
C 2.752891 5.995204 7.756824 1.38 -0.06 -0.95 -0.173
O 3.919383 5.203704 8.063836 -0.23 -0.64 0.53 -0.196
C 4.681186 4.557376 7.035765 -0.17 0.77 0.87 -0.093
H -0.951048 1.807052 5.724280 0.10 -0.57 0.25 0.080
H -2.632206 1.483109 5.346457 -0.26 0.70 -0.67 0.088
H -2.223337 2.329163 6.824999 -0.08 0.17 0.07 0.089
H -0.412806 5.005839 4.709527 -0.71 -0.02 -0.37 0.099
H 0.205465 3.518901 5.299548 0.23 -0.21 0.26 0.094
H -0.798949 4.013002 7.567189 -0.03 -0.52 -0.06 0.110
H -1.686918 5.351523 6.910865 -0.12 -0.03 -0.34 0.123
H 0.187722 5.991659 8.191767 0.02 -0.03 0.08 0.100
H 1.865717 5.296393 5.926560 0.25 0.03 -0.15 0.106
H 1.744059 4.191740 7.267115 0.17 -0.34 0.24 0.098
H 2.386018 6.366905 8.713560 0.12 0.02 -0.06 0.131
H 3.063210 6.796014 7.085620 0.00 0.58 0.45 0.102
H 5.359831 5.292356 6.602918 -0.37 0.12 -0.85 0.081
H 4.062233 3.969596 6.357892 0.08 0.39 -0.38 0.060
H 5.385204 3.869710 7.504357 -0.34 -0.18 0.43 0.087
C -8.418750 -0.158985 -4.225447 0.41 -0.28 -0.12 -0.098
O -7.645782 -1.292695 -4.674313 -0.73 0.46 0.46 -0.199
C -6.391629 -0.937593 -5.273227 -1.18 -0.18 0.03 -0.212
C -5.511606 -2.180041 -5.456536 -1.65 1.50 0.56 -0.215
N -5.124101 -2.609284 -4.153216 2.15 -1.76 0.99 -0.051
C -4.084011 -3.676896 -4.232556 0.51 0.90 1.42 -0.148
C -3.396987 -3.922415 -2.831625 0.21 0.28 -1.74 -0.212
O -4.310798 -4.449463 -1.929667 -1.50 0.38 -0.58 -0.169
C -3.959949 -4.452196 -0.596992 0.72 -0.24 1.10 -0.126
H -7.989788 0.309271 -3.339537 0.26 -0.18 0.30 0.056
H -9.443601 -0.448036 -3.992583 0.21 -0.48 0.00 0.085
H -8.511947 0.665154 -4.932706 0.28 -0.17 -0.62 0.083
H -5.921811 -0.224173 -4.596178 0.47 0.17 -0.18 0.105
H -6.665304 -0.483499 -6.225589 0.48 0.27 -0.27 0.118
H -4.653000 -1.801929 -6.011446 0.25 -0.40 -0.06 0.112
H -6.069187 -2.929237 -6.018596 0.06 -0.13 -0.39 0.125
H -5.829347 -2.986155 -3.536223 -0.72 0.37 -0.43 0.111
H -3.339252 -3.266091 -4.914227 0.37 -0.28 0.05 0.101
H -4.419928 -4.630428 -4.640031 -0.30 -0.12 -0.05 0.116
H -2.917037 -2.994343 -2.521101 -0.40 0.48 0.43 0.097
H -2.546983 -4.595596 -2.943122 0.11 -0.47 -0.28 0.104
H -4.798766 -4.710417 0.049371 -0.21 -0.19 -0.40 0.080
H -3.594553 -3.505448 -0.199162 0.13 0.48 -0.29 0.069
H -3.169668 -5.180280 -0.414072 0.22 -0.21 0.17 0.091
C -2.163483 5.758120 1.482313 0.61 -0.87 -1.52 -0.141
O -1.630003 7.013368 1.676604 0.47 1.32 1.99 -0.161
C -1.767421 7.407303 3.069799 0.41 0.53 -0.90 -0.163
C -0.985473 8.717256 3.396946 -0.24 -0.08 -0.51 -0.147
N 0.460406 8.606472 3.132188 0.10 -0.23 -0.04 -0.075
C 1.078660 7.563381 3.913518 0.62 -0.95 0.45 -0.214
C 2.616061 7.675353 4.042429 -1.12 0.47 0.22 -0.188
O 2.937179 8.356717 5.244793 -0.98 0.46 -0.54 -0.204
C 4.281123 8.687429 5.337531 0.63 -0.13 1.53 -0.132
H -3.251598 5.725448 1.427121 -0.17 0.07 0.17 0.075
H -1.779936 4.973857 2.134933 -0.08 0.08 0.78 0.076
H -1.730499 5.468160 0.524950 -0.56 -0.16 -0.37 0.080
H -1.424251 6.581617 3.693149 0.25 -0.01 0.12 0.081
H -2.834752 7.473221 3.280859 -0.07 0.48 0.23 0.118
H -1.208958 9.005857 4.424018 0.11 -0.45 0.54 0.114
H -1.363291 9.584837 2.855973 -0.08 -0.29 -0.55 0.118
H 1.008590 9.407934 3.410139 -0.67 0.82 -0.25 0.124
H 0.901282 6.590490 3.455148 -0.28 -0.15 -0.09 0.099
H 0.616482 7.565754 4.900678 0.27 -0.40 0.49 0.116
H 3.000502 8.246340 3.197285 0.19 -0.12 -0.31 0.125
H 3.038727 6.670665 4.050405 0.27 -0.11 -0.03 0.118
H 4.695566 9.394480 4.618905 -0.22 -0.37 -0.68 0.093
H 4.825990 7.750199 5.450762 0.69 0.01 -0.57 0.080
H 4.430145 9.189049 6.293704 -0.22 0.06 0.18 0.090
C 14.288644 2.467954 -2.193691 -0.60 -0.43 0.05 -0.086
O 13.012191 3.121509 -2.049327 1.15 0.22 0.71 -0.175
C 12.006523 2.773306 -2.950013 -0.40 -0.27 -1.60 -0.268
C 10.687490 3.434190 -2.624608 0.14 0.68 1.38 -0.200
N 9.975924 2.874262 -1.460743 0.37 -0.89 -0.15 -0.064
C 8.783671 3.531335 -0.986790 -0.51 0.29 -0.25 -0.231
C 7.640222 3.577817 -2.003322 -0.87 0.07 1.92 -0.176
O 6.447839 3.867488 -1.201668 1.11 0.30 -0.49 -0.208
C 5.320805 4.209044 -1.971011 0.75 0.09 -0.77 -0.113
H 15.025749 2.753195 -1.443074 -0.77 0.30 0.64 0.082
H 14.869633 2.675257 -3.092356 -0.71 0.10 -0.71 0.081
H 14.096499 1.399413 -2.096788 0.33 -0.19 -0.16 0.085
H 11.880641 1.713748 -3.172712 0.15 -0.55 0.82 0.123
H 12.221274 3.148202 -3.950725 0.49 0.41 -0.28 0.116
H 10.075718 3.494424 -3.524724 -0.19 -0.43 0.14 0.119
H 10.990513 4.458086 -2.405726 -0.15 0.61 -0.03 0.119
H 10.551687 2.963872 -0.635784 0.87 -0.44 -0.32 0.105
H 9.032889 4.532164 -0.634189 -0.26 0.75 -0.42 0.116
H 8.460673 3.082643 -0.047403 -0.19 -0.64 -0.27 0.119
H 7.405286 2.630800 -2.489184 0.62 -0.15 -0.28 0.115
H 7.909502 4.360330 -2.712738 -0.64 0.14 -0.33 0.115
H 5.604288 4.914296 -2.752269 -0.04 0.78 0.19 0.082
H 4.570796 4.627715 -1.299971 -0.10 -0.26 -0.26 0.090
H 4.997841 3.380825 -2.601752 -0.56 -0.53 0.49 0.060
C -2.126701 -2.037068 6.432587 1.07 -1.09 -0.09 -0.079
O -1.017225 -2.604132 5.731124 0.02 0.05 -1.01 -0.233
C 0.035655 -1.709685 5.399059 0.42 -0.82 0.39 -0.205
C 1.350313 -2.580220 5.285968 -1.03 0.82 -0.11 -0.173
N 2.524268 -1.821665 4.818048 -1.07 -0.84 0.03 -0.045
C 2.392965 -1.325209 3.426277 -1.25 -0.24 1.93 -0.202
C 3.682412 -0.713778 3.020161 -0.04 -0.27 -1.60 -0.187
O 3.438432 -0.272060 1.691612 -0.05 0.43 -0.39 -0.259
C 4.560440 0.174779 0.946550 -0.16 -0.05 0.70 -0.061
H -2.728351 -2.919707 6.649555 -0.25 0.23 0.27 0.087
H -2.737950 -1.337715 5.862170 0.23 0.26 0.00 0.066
H -1.657659 -1.664496 7.343241 -0.74 0.57 0.32 0.088
H 0.099005 -0.964416 6.191933 0.41 0.12 0.24 0.096
H -0.136347 -1.140721 4.485385 -0.31 -0.15 -0.37 0.100
H 1.113736 -3.434382 4.651498 0.15 -0.07 -0.10 0.109
H 1.557821 -2.937336 6.294680 0.07 -0.21 -0.05 0.113
H 2.482294 -1.102515 5.525977 0.76 0.99 -0.55 0.055
H 1.572624 -0.621151 3.286787 0.03 0.67 0.22 0.091
H 1.994791 -2.129555 2.807731 0.88 -0.48 -0.23 0.123
H 4.463812 -1.472795 2.982487 0.30 0.05 0.34 0.128
H 3.952033 0.136128 3.647091 0.17 -0.01 0.23 0.125
H 5.080512 0.956721 1.499893 0.26 0.04 0.08 0.094
H 4.214512 0.619559 0.013487 -0.05 -0.36 -0.02 0.081
H 5.203611 -0.692405 0.796832 0.35 0.21 -0.34 0.077
```
Positions in Å, forces in eV/Å.

The highest occupied orbital energy is -7.65 eV. The orbital gap is 7.891 eV.